(1)
This record from the OMol25 dataset describes the molecule C19H19ClN2O3. The level of theory is wB97M-V/def2-TZVPD.

```
44
Properties=species:S:1:pos:R:3:forces:R:3:nbo_charge:R:1
O 3.59240 -0.86533 -2.56075 0.08 -0.20 -0.04 -0.59
C 2.61847 -0.45768 -1.96178 0.01 0.05 -0.08 0.67
N 2.67960 0.71308 -1.25913 0.47 0.34 -0.14 -0.61
C 1.75462 1.25567 -0.36134 -0.41 0.20 0.49 0.13
C 1.61514 2.63618 -0.26146 0.04 -0.30 -0.11 -0.23
C 0.71007 3.19218 0.61816 -0.11 -0.02 0.23 -0.20
C -0.11835 2.40812 1.42991 0.23 -0.25 -0.33 0.13
N -1.08424 2.92615 2.27102 -0.26 0.08 0.01 -0.43
C -1.08032 2.56701 3.68542 -0.03 -0.19 0.37 -0.21
C -0.98480 3.89362 4.47392 0.04 0.05 -0.02 -0.42
C -0.82934 4.97433 3.40088 -0.10 -0.04 -0.07 -0.41
C -1.49884 4.31197 2.19767 -0.01 0.22 0.01 -0.21
C 0.04531 1.01787 1.31151 0.12 0.15 -0.07 -0.05
Cl -0.96633 -0.07120 2.20083 -0.17 -0.17 0.02 0.00
C 0.97582 0.45151 0.46523 0.25 0.22 0.01 -0.24
C 1.29817 -1.14751 -1.98586 -0.18 -0.30 -0.26 -0.16
C 0.13169 -0.45101 -2.29524 0.08 -0.13 -0.06 -0.18
C -1.07298 -1.11797 -2.35956 -0.02 -0.19 0.04 -0.24
C -1.14071 -2.48145 -2.09552 0.09 -0.05 -0.04 0.22
C 0.02526 -3.17935 -1.76106 -0.10 0.09 0.06 0.28
C 1.24115 -2.51082 -1.73831 -0.11 0.11 -0.01 -0.22
O 0.00729 -4.51220 -1.44357 0.30 0.22 -0.17 -0.49
C -1.28564 -4.99909 -1.16161 -0.58 0.01 -0.08 -0.10
C -2.27377 -4.50749 -2.21783 0.26 -0.52 0.14 -0.10
O -2.35873 -3.09981 -2.18541 0.13 0.41 0.08 -0.48
H 3.53037 1.24324 -1.40489 -0.08 -0.22 -0.02 0.41
H 2.22859 3.28051 -0.87414 0.04 0.07 -0.10 0.21
H 0.65299 4.26717 0.67896 -0.03 0.11 0.03 0.21
H -0.23866 1.91058 3.90620 -0.09 0.00 -0.02 0.21
H -2.00489 2.03773 3.93455 0.15 -0.03 0.08 0.20
H -1.89854 4.05752 5.04426 0.00 0.00 0.05 0.20
H -0.14816 3.88479 5.16968 -0.03 0.01 0.07 0.21
H 0.22524 5.15424 3.18650 0.03 0.04 -0.03 0.20
H -1.29630 5.91586 3.68093 0.03 0.08 0.01 0.21
H -2.58796 4.33491 2.32550 0.03 0.13 -0.06 0.19
H -1.25990 4.76502 1.23922 -0.06 -0.03 -0.02 0.21
H 1.07760 -0.62061 0.43694 -0.04 -0.07 0.05 0.24
H 0.16997 0.60674 -2.50439 0.00 0.11 0.02 0.22
H -1.98546 -0.60355 -2.61450 -0.12 0.06 -0.05 0.23
H 2.13712 -3.06382 -1.50550 0.12 -0.08 0.02 0.24
H -1.21408 -6.08749 -1.15940 -0.06 0.09 0.01 0.20
H -1.61073 -4.64753 -0.17251 0.05 -0.07 -0.08 0.18
H -3.28013 -4.88335 -2.02780 0.11 -0.02 -0.02 0.20
H -1.93623 -4.83858 -3.20951 -0.07 0.03 0.09 0.18
```
Positions in Å, forces in eV/Å.

Properties
- SMILES = O=C(Nc1ccc(N2CCCC2)c(Cl)c1)c1ccc2c(c1)OCCO2
- spin multiplicity = 1
- Kohn-Sham gap (eV) = 8.34
- relative energy (zero: lowest compared OMol25 entry of this formula, charge and spin) (eV) = 1.979



(2)
This record from the OMol25 dataset describes a structure of composition C36H33GaIO6S. The level of theory is wB97M-V/def2-TZVPD.

```
78
Properties=species:S:1:pos:R:3:forces:R:3:mulliken_charge:R:1
C 6.96793 4.55620 3.78856 0.18 0.77 0.26 -0.98
C 5.69950 5.28654 4.23107 0.43 -0.50 -0.50 -0.66
S 4.17915 4.67345 3.47956 -0.35 0.10 0.18 -0.05
C 4.00751 5.57750 1.90865 -0.17 0.11 -0.16 -0.67
Ga 2.37428 6.78978 1.83075 -0.12 -0.31 0.56 0.22
I 2.06964 7.32964 -0.76316 0.05 0.00 -0.08 -0.54
C 0.64387 5.86232 2.37256 0.31 0.75 0.05 -0.58
C 0.39076 5.89329 3.88455 -0.03 -0.23 -0.28 -0.72
C -0.70953 4.93943 4.34277 -0.11 0.32 0.03 -0.62
O -0.71610 3.68507 3.63762 -0.25 0.48 -0.41 -0.39
C 0.39489 2.96447 3.82693 -0.91 -0.64 -1.53 0.63
C 0.75945 2.11736 2.66357 -0.59 0.31 -0.48 -0.85
O 1.01265 2.98322 4.82362 1.63 0.28 2.67 -0.57
H 7.12502 3.64561 4.34220 -0.15 -0.56 -0.05 0.26
H 6.99946 4.38792 2.72237 -0.12 -0.21 -0.30 0.28
H 7.81353 5.19746 4.02934 0.32 0.09 0.02 0.34
H 5.84924 6.34588 4.06462 -0.38 0.32 -0.11 0.34
H 5.58713 5.13089 5.29251 -0.20 0.09 0.43 0.33
H 4.89997 6.14729 1.68424 0.36 0.20 0.17 0.38
H 3.95088 4.83946 1.11890 -0.05 -0.30 -0.22 0.21
H 2.59602 8.16216 2.62961 -0.01 -0.03 -0.13 -0.30
H 0.53757 4.87874 1.93910 0.15 -0.30 -0.06 0.19
H -0.14093 6.46466 1.92464 -0.25 0.04 -0.35 0.39
H 0.01018 6.88553 4.09272 0.01 0.37 0.33 0.40
H 1.29241 5.78295 4.47432 0.24 -0.30 0.09 0.30
H -0.68753 4.75747 5.40980 0.13 -0.09 0.28 0.31
H -1.65134 5.40986 4.10632 -0.49 -0.16 -0.20 0.41
H 0.86504 2.77750 1.81238 0.18 0.04 -0.32 0.26
H -0.04791 1.44295 2.42314 -0.24 -0.34 -0.07 0.39
H 1.66691 1.58802 2.85595 0.47 -0.32 0.12 0.31
C 0.27754 -5.23599 -0.72413 0.01 0.04 0.09 -0.51
C -0.20916 -4.41567 0.29056 0.06 -0.04 -0.06 -0.58
C 0.27858 -3.12850 0.43640 -0.14 -0.08 0.09 -0.35
C 1.26245 -2.65743 -0.42381 0.09 -0.06 -0.09 0.07
C 1.76625 -3.48686 -1.42766 -0.01 0.13 0.07 0.25
C 1.26252 -4.77315 -1.57960 -0.10 -0.15 0.00 -0.48
C 2.85345 -3.01666 -2.33424 0.14 -0.11 -0.22 0.47
O 3.28458 -3.73954 -3.21022 -0.04 0.01 0.05 -0.69
C 3.39644 -1.64610 -2.13288 -0.09 0.00 0.11 0.43
C 4.44442 -1.20359 -2.92977 0.13 0.09 -0.09 -0.68
C 4.94892 0.07472 -2.76089 -0.05 0.02 0.06 -0.44
C 4.40439 0.92193 -1.80048 0.06 -0.03 -0.07 -0.67
C 3.36343 0.48542 -0.99995 0.04 0.13 0.03 -0.72
C 2.86196 -0.80071 -1.15700 0.03 -0.12 -0.10 0.28
C 1.76356 -1.26221 -0.26615 -0.01 0.27 0.15 0.38
O 1.29294 -0.51956 0.56727 -0.10 -0.10 0.06 -0.64
H -0.11214 -6.23911 -0.84328 -0.01 0.01 0.00 0.43
H -0.97235 -4.78251 0.96468 -0.01 0.00 -0.02 0.39
H -0.10125 -2.48625 1.21952 0.07 0.10 -0.05 0.52
H 1.64548 -5.40952 -2.36581 0.08 0.09 -0.02 0.47
H 4.86483 -1.86099 -3.67849 -0.09 -0.08 0.02 0.47
H 5.76839 0.41600 -3.37994 -0.01 0.00 0.00 0.39
H 4.79535 1.92302 -1.67480 -0.02 0.00 0.01 0.47
H 2.94119 1.14103 -0.25002 -0.05 -0.08 0.03 0.73
C -1.93340 -2.55565 -2.62754 -0.01 0.08 -0.03 -0.01
C -2.64255 -1.46160 -3.11279 0.03 -0.06 0.03 -0.77
C -4.01631 -1.53816 -3.27049 0.10 0.11 -0.02 -0.59
C -4.68656 -2.71262 -2.95356 0.01 -0.13 0.03 0.27
C -3.97030 -3.81811 -2.48586 -0.14 0.06 -0.04 0.00
C -2.59565 -3.73008 -2.31584 0.14 0.04 -0.02 -0.67
C -4.65871 -5.10112 -2.18140 0.19 -0.19 0.11 0.55
O -4.03939 -6.06155 -1.76920 -0.04 0.03 -0.01 -0.67
C -6.13011 -5.18257 -2.40170 -0.03 0.12 -0.05 0.10
C -6.78584 -6.38595 -2.17557 -0.11 -0.14 0.02 -0.51
C -8.15396 -6.47383 -2.36341 -0.04 0.06 -0.01 -0.47
C -8.87617 -5.35654 -2.77070 0.04 -0.05 0.02 -0.47
C -8.22725 -4.15630 -3.00215 -0.17 -0.05 -0.02 -0.54
C -6.85250 -4.06622 -2.82720 0.12 -0.08 0.04 0.08
C -6.16501 -2.77424 -3.11193 -0.10 0.26 -0.08 0.64
O -6.79748 -1.80175 -3.46845 0.01 -0.06 0.00 -0.66
H -0.86038 -2.49254 -2.49569 0.00 -0.02 0.01 0.42
H -2.12148 -0.54739 -3.36516 0.00 0.00 0.02 0.43
H -4.57033 -0.68710 -3.64195 -0.10 -0.05 0.03 0.48
H -2.04166 -4.57877 -1.94356 -0.11 -0.07 -0.02 0.69
H -6.22282 -7.25203 -1.85564 0.10 0.08 0.01 0.46
H -8.66223 -7.41371 -2.19099 0.00 0.00 0.01 0.39
H -9.94720 -5.42547 -2.91058 0.00 0.00 0.00 0.39
H -8.78510 -3.28710 -3.32261 0.11 0.06 -0.01 0.47
```
Positions in Å, forces in eV/Å.

Properties
- spin multiplicity = 1
- Kohn-Sham gap (eV) = 4.58
- net charge = -1



no.,E_tot (eV),LUMO energy (eV)
1,-41656.495,0.709
2,-121468.393,0.111